The following is a DFT calculation (ωB97M-V with the def2-TZVPD basis set) of a molecular structure, C11H10Cl3N4O6SSeW.

LUMO level (alpha / beta)	2.10 / 2.10	eV
HOMO level (alpha / beta)	-0.1245 / -0.2020	hartree
electronic energy	-145391.748	eV
relative energy (zero: lowest compared OMol25 entry of this formula, charge and spin)	0.000	eV
F_max	0.58	eV Å⁻¹

```
! wB97M-V def2-TZVPD RIJCOSX def2/J DEFGRID3
* xyz -1 3
W 0.006 -0.999 -0.370
N -2.046 1.070 2.701
C -1.439 0.152 1.950
O -0.829 0.526 0.924
C -1.465 -1.292 2.316
C -1.201 -2.092 1.044
H -1.999 2.036 2.422
H -2.559 0.807 3.522
H -2.394 -1.535 2.840
H -0.638 -1.425 3.021
H -2.134 -2.221 0.478
H -0.843 -3.103 1.228
Se -1.572 -0.187 -3.316
N -0.585 0.346 -1.836
C -0.458 1.712 -1.898
C 0.301 2.502 -1.031
C 0.331 3.876 -1.204
C -0.381 4.483 -2.246
C -1.112 3.720 -3.132
C -1.160 2.319 -2.986
N -1.824 1.503 -3.834
H 0.871 2.035 -0.238
H 0.926 4.485 -0.534
H -0.340 5.558 -2.368
H -1.651 4.170 -3.956
O -0.495 -4.152 -3.251
S -0.120 -3.889 -1.883
O 1.299 -3.944 -1.596
O -0.469 -2.272 -1.726
O -0.960 -4.523 -0.883
O 1.624 -1.020 0.126
Cl 4.913 0.163 2.339
C 4.253 -1.484 2.479
Cl 4.375 -2.331 0.956
Cl 5.138 -2.366 3.749
C 2.857 -1.369 2.912
N 1.779 -1.257 3.281
*
```